[1]
Density functional theory data (the ωB97M-V functional and the def2-TZVPD basis) for the ion C7H13N2O3 with charge -1 at a distorted geometry.

Values from the calculation:
Net charge: -1
HOMO level (alpha / beta): -1.79 / -1.79 eV
Energy above the lowest of the compared OMol25 structures with the same formula, charge and spin: 9.012 eV
LUMO level (alpha / beta): 3.6 / 3.6 eV
Total energy: -16586.63207 eV
Spin multiplicity: 1

Last column: Mulliken charge in e.
Cartesian coordinates (Å):
C: 0.70 0.94 2.92  -1.368
C: 0.36 0.15 1.66  0.905
C: -0.73 0.07 0.84  -0.269
C: -1.93 0.88 0.70  -0.844
O: -1.69 2.01 -0.10  -0.489
N: -0.55 -0.99 -0.06  -0.078
C: -0.29 -0.54 -1.44  0.555
C: -0.14 -1.74 -2.50  -1.615
C: 1.00 0.29 -1.62  -1.874
O: 0.63 -1.69 0.47  -0.321
N: 1.25 -0.86 1.50  0.280
O: 2.59 -0.75 1.56  -0.787
H: 0.81 0.29 3.74  0.345
H: 0.03 1.72 3.14  0.413
H: 1.81 1.39 2.80  0.224
H: -2.50 1.21 1.65  0.302
H: -2.71 0.31 0.06  0.308
H: -0.94 1.83 -0.66  0.364
H: -1.23 0.02 -1.81  0.266
H: -0.70 -1.65 -3.40  0.362
H: 0.85 -1.91 -2.61  0.429
H: -0.54 -2.57 -1.91  0.419
H: 0.98 1.20 -1.09  0.629
H: 1.02 0.51 -2.65  0.480
H: 1.93 -0.16 -1.21  0.364

***

[2]
Density functional theory data (the ωB97M-V functional and the def2-TZVPD basis) for a cluster of 2 separate species, C7H13N2S in total at a distorted geometry.

Values from the calculation:
Net charge: +1
HOMO level: -12.27 eV
Energy above the lowest of the compared OMol25 structures with the same formula, charge and spin: 5.208 eV
LUMO level: -3.7 eV
Total energy: -21274.43930 eV
Spin multiplicity: 1

Last column: Mulliken charge in e.
Cartesian coordinates (Å):
C: 2.03 1.10 -1.04  0.205
C: 2.19 -0.01 -0.64  -0.793
C: -2.76 1.20 0.75  1.011
C: 2.51 -2.43 -0.97  -0.599
C: 3.88 -1.89 -0.52  -0.641
C: 2.64 -1.23 -0.10  -0.092
C: -3.92 2.00 0.71  -1.125
N: -2.12 1.26 1.95  -0.356
N: -2.13 0.51 -0.22  -0.381
S: -0.72 -0.70 -0.19  -0.095
H: -0.17 -0.52 -1.43  0.204
H: 1.74 2.01 -1.57  0.421
H: 2.29 -2.46 -1.97  0.337
H: 2.35 -3.34 -0.43  0.276
H: 4.41 -2.38 0.22  0.292
H: 4.46 -1.41 -1.38  0.238
H: 2.51 -1.23 0.90  0.411
H: -4.19 2.36 -0.39  0.314
H: -3.82 2.89 1.33  0.343
H: -4.81 1.52 1.19  0.325
H: -2.46 1.79 2.68  0.191
H: -1.30 0.65 2.21  0.189
H: -2.61 0.33 -1.09  0.324

***

[3]
Density functional theory data (the ωB97M-V functional and the def2-TZVPD basis) for the ion C7H13N2S3 with charge +1 at a distorted geometry.

Values from the calculation:
Net charge: +1
HOMO level: -12.40 eV
Energy above the lowest of the compared OMol25 structures with the same formula, charge and spin: 0.982 eV
LUMO level: -4.8 eV
Total energy: -42945.27444 eV
Spin multiplicity: 1

Last column: Mulliken charge in e.
Cartesian coordinates (Å):
C: 1.27 0.15 -0.90  -0.201
C: 1.84 -0.09 0.47  0.691
C: -0.19 -0.27 -1.00  0.759
C: -1.05 0.71 -0.20  -1.038
C: -0.15 0.26 1.68  0.440
C: 3.27 -0.26 0.56  -1.568
C: -0.68 -0.38 -2.44  -2.026
N: 1.13 -0.16 1.54  -0.506
N: -2.42 0.24 -0.23  -0.052
S: 2.12 0.52 -2.29  -0.122
S: -0.10 1.59 2.89  -0.076
S: -1.24 -1.16 2.04  -0.244
H: -0.44 -1.31 -0.60  0.304
H: -1.05 1.65 -0.63  0.492
H: 3.79 0.42 -0.02  0.487
H: 3.62 -1.30 0.34  0.290
H: 3.58 -0.19 1.52  0.462
H: -0.51 0.53 -2.89  0.584
H: -1.72 -0.44 -2.44  0.498
H: -0.20 -1.14 -2.93  0.461
H: -3.08 1.00 -0.51  0.396
H: -2.66 -0.11 0.65  0.198
H: -2.57 -0.56 -0.93  0.357
H: -1.40 1.40 2.95  0.159
H: -1.17 -1.07 3.38  0.257

***

[4]
Density functional theory data (the ωB97M-V functional and the def2-TZVPD basis) for an isolated molecule of C7H13N3 at a distorted geometry.

Values from the calculation:
HOMO level: -8.27 eV
Energy above the lowest of the compared OMol25 structures with the same formula, charge and spin: 4.706 eV
LUMO level: 0.2 eV
Total energy: -11935.22580 eV
Spin multiplicity: 1

Last column: Mulliken charge in e.
Cartesian coordinates (Å):
C: -0.46 1.90 -1.68  -0.270
C: 1.81 1.73 -0.60  -0.282
C: 0.81 2.66 -1.09  -0.361
C: -0.81 -1.69 -0.59  -1.884
C: 0.81 -1.90 1.27  -1.432
C: -1.43 -0.66 1.65  -1.386
C: -0.24 -0.95 0.57  1.560
N: -0.96 0.91 -1.18  -0.400
N: 1.43 0.59 -0.04  -0.818
N: 0.25 0.31 0.29  0.422
H: -0.89 2.36 -2.47  0.525
H: 2.85 1.80 -1.01  0.306
H: 1.26 3.31 -1.96  0.290
H: 0.29 3.27 -0.24  0.210
H: -1.67 -1.04 -0.96  0.441
H: -0.15 -1.89 -1.41  0.384
H: -1.08 -2.68 -0.23  0.507
H: 0.99 -1.55 2.27  0.393
H: 1.75 -1.93 0.66  0.366
H: 0.51 -2.93 1.20  0.379
H: -1.85 0.31 1.44  0.413
H: -2.29 -1.32 1.48  0.317
H: -0.94 -0.59 2.62  0.320